Density functional theory data (ωB97M-V with the def2-TZVPD basis set) for C19H33N3O4S as an isolated structure.

```
60
Properties=species:S:1:pos:R:3:forces:R:3:lowdin_charge:R:1
N 2.0503 2.4811 1.4715 0.0 0.3 0.0 0.194
C 2.1089 3.3497 0.7170 0.2 2.0 -1.6 -0.281
O 2.2025 4.3274 -0.2474 -0.2 -3.0 1.2 0.022
C 2.0807 3.5830 -1.4852 1.0 -0.7 -1.7 -0.171
C 3.2888 3.1803 -2.1693 -3.2 -0.1 -0.2 0.028
C 3.1558 2.3694 -3.4465 -2.7 0.5 1.2 -0.036
C 1.8286 2.0080 -3.9402 1.5 0.9 1.3 -0.005
C 0.5984 2.4457 -3.2120 -0.8 1.2 1.8 -0.289
N -0.7536 2.2431 -3.4828 1.7 0.8 1.4 -0.245
S -1.6219 2.9545 -2.2738 1.4 -0.1 -0.3 0.980
N -0.4773 3.6286 -1.2613 1.5 -2.1 -3.5 -0.195
C 0.6882 3.2631 -1.9328 1.8 -0.1 -0.1 -0.281
H 4.2691 3.4723 -1.7138 -1.1 -0.4 -0.6 0.125
H 4.1098 2.0531 -3.9343 -1.3 0.2 0.3 0.103
H 1.7189 1.3905 -4.8620 0.1 0.6 0.9 0.109
C -2.6326 -2.4133 -0.3549 -0.1 0.2 0.1 -0.078
C -1.1567 -2.5722 -0.0328 -0.1 -0.1 -0.1 -0.276
O -0.3349 -1.5899 -0.6433 0.2 0.0 -0.2 -0.159
C -0.5872 -0.2433 -0.2760 0.0 0.1 0.1 -0.284
C -0.3901 0.0310 1.2046 -0.1 -0.2 0.1 -0.080
H -2.7902 -2.3692 -1.4345 0.0 -0.1 0.0 0.082
H -3.2041 -3.2488 0.0533 0.1 0.0 0.0 0.078
H -3.0390 -1.4939 0.0718 0.0 -0.1 0.0 0.065
H -0.8177 -3.5376 -0.4174 0.1 0.1 0.0 0.109
H -0.9883 -2.5925 1.0487 -0.1 0.0 0.0 0.109
H -1.5881 0.0595 -0.6037 -0.1 0.0 0.1 0.096
H 0.1216 0.3679 -0.8416 0.0 -0.2 -0.1 0.105
H -1.1257 -0.5006 1.8128 0.0 0.1 0.0 0.068
H -0.4945 1.0978 1.4111 0.1 0.0 0.0 0.049
H 0.6004 -0.2960 1.5282 0.0 0.1 -0.1 0.082
C -1.3339 3.9264 3.2330 0.0 0.0 0.2 -0.074
C -0.8642 5.1426 2.4536 0.0 -0.2 -0.1 -0.281
O -1.6801 6.2885 2.6439 -0.1 0.1 -0.1 -0.161
C -1.7646 6.7863 3.9688 0.1 0.1 0.0 -0.283
C -0.4276 7.2294 4.5386 0.2 -0.2 0.0 -0.083
H -2.3839 3.7133 3.0212 0.0 0.0 -0.1 0.083
H -0.7343 3.0522 2.9725 0.0 0.1 0.0 0.057
H -1.2435 4.0811 4.3102 0.1 -0.1 0.0 0.067
H -0.9061 4.9094 1.3866 -0.1 0.2 0.0 0.102
H 0.1814 5.3766 2.6799 0.0 0.0 0.1 0.104
H -2.2468 6.0515 4.6223 0.1 0.0 0.1 0.106
H -2.4324 7.6498 3.9294 0.0 -0.1 -0.2 0.117
H 0.2536 6.3857 4.6681 0.0 0.0 0.1 0.066
H -0.5665 7.6986 5.5148 0.0 0.0 0.0 0.076
H 0.0583 7.9432 3.8692 -0.1 0.0 0.0 0.082
C 1.5161 -5.7234 -2.0665 0.0 -0.2 -0.2 -0.079
C 1.0468 -6.4135 -0.7971 0.0 0.1 -0.1 -0.283
O -0.2813 -6.9066 -0.8788 -0.2 0.1 0.1 -0.166
C -0.5274 -7.8886 -1.8721 0.0 -0.1 0.0 -0.283
C 0.2889 -9.1569 -1.6892 0.2 0.0 0.0 -0.083
H 0.8132 -4.9430 -2.3651 0.0 0.0 0.1 0.079
H 2.5001 -5.2758 -1.9157 -0.1 0.0 0.0 0.078
H 1.5958 -6.4263 -2.8985 0.1 0.0 0.0 0.065
H 1.0546 -5.6854 0.0177 -0.2 -0.1 0.0 0.115
H 1.7346 -7.2137 -0.5054 0.0 0.0 -0.1 0.106
H -0.3792 -7.4657 -2.8713 0.1 0.0 0.0 0.107
H -1.5876 -8.1404 -1.7974 0.0 0.2 0.1 0.117
H 1.3562 -8.9717 -1.8288 0.0 0.0 -0.1 0.065
H -0.0158 -9.9135 -2.4150 0.0 0.0 0.0 0.076
H 0.1552 -9.5588 -0.6822 -0.1 0.0 -0.1 0.082
```
Positions in Å, forces in eV/Å.

Values from the calculation:
**Total charge**: 0
**Frontier orbital gap**: 0.2953 hartree
**Energy relative to the best compared isomer or geometry (same formula, charge and spin)**: 120.3 kcal/mol
**Max |F|**: 4.3 eV/A

---

Density functional theory data (ωB97M-V with the def2-TZVPD basis set) for a 4-piece molecular cluster, C19H33N4O10 overall.

```
66
Properties=species:S:1:pos:R:3:forces:R:3:lowdin_charge:R:1
N -1.3732 3.3804 0.6177 0.4 0.6 0.3 0.137
C -0.1148 2.7813 0.9176 -1.0 1.2 -0.9 -0.480
O -0.0241 1.6017 1.0552 0.9 -1.4 0.4 0.081
C 1.0515 3.7124 1.0054 0.3 -0.2 0.9 -0.099
C 2.2399 2.9906 1.6297 0.2 0.3 -0.5 -0.133
C 3.2041 2.3789 0.5999 -0.4 0.9 0.8 -0.269
C 3.9036 1.1593 1.1437 -0.1 -0.1 -0.5 -0.119
C 3.0594 -0.0619 0.8458 1.2 0.6 -0.1 -0.107
N 2.9389 -0.1543 -0.6362 -1.7 -0.9 2.1 0.158
C 2.4900 0.9314 -1.2109 -0.7 -0.2 -1.7 -0.397
N 1.8951 0.7966 -2.4417 0.0 0.2 -0.1 0.181
N 2.5244 2.1468 -0.7051 2.0 0.1 0.5 0.168
H -1.6364 3.1230 -0.3273 -0.2 0.2 -0.1 0.071
H -2.0583 3.0133 1.2690 -0.2 -0.2 -0.2 0.099
H 1.2450 4.1441 0.0288 0.0 0.1 -0.2 0.129
H 0.7855 4.5441 1.6455 -0.3 0.2 0.0 0.128
H 1.8875 2.2336 2.3173 -0.2 -0.3 0.1 0.113
H 2.8084 3.6886 2.2326 0.2 0.2 0.1 0.125
H 3.9590 3.1353 0.4257 0.1 0.2 -0.4 0.151
H 4.8746 1.0825 0.6670 0.3 -0.3 0.1 0.129
H 4.0339 1.2752 2.2102 0.1 0.0 0.2 0.133
H 2.0716 0.0917 1.2701 -0.2 -0.3 0.1 0.121
H 3.5561 -0.9399 1.2264 -0.2 -0.4 0.0 0.127
H 2.2599 -0.8927 -0.8238 0.8 -0.6 -0.7 0.146
H 2.4077 0.5677 -3.2739 -0.1 -0.4 0.1 0.121
H 0.9094 0.9924 -2.4902 0.0 0.4 -0.3 0.123
H 2.9275 2.7346 -1.4294 -1.0 0.6 0.0 0.178
C 5.4317 -3.9681 -1.8194 -0.1 0.4 -0.1 -0.017
C 4.3481 -4.1829 -0.7895 0.5 -0.2 -0.4 -0.324
C 3.6740 -5.5321 -0.8636 0.0 -0.2 0.2 -0.078
O 2.3690 -5.2462 -0.3315 0.0 0.2 -0.2 0.084
C 2.1076 -3.9499 -0.5884 0.0 -0.2 0.0 -0.566
O 1.0456 -3.4233 -0.4707 0.0 0.2 0.1 0.149
O 3.2252 -3.3013 -1.0033 0.0 0.0 0.2 0.051
H 5.9905 -3.0569 -1.6048 0.0 0.0 0.0 0.085
H 6.1324 -4.8023 -1.8247 0.0 0.0 0.0 0.097
H 5.0027 -3.8543 -2.8152 -0.1 -0.2 0.0 0.095
H 4.7372 -3.9928 0.2143 -0.1 0.0 0.0 0.158
H 4.1758 -6.2894 -0.2671 -0.2 0.0 0.1 0.145
H 3.5600 -5.8973 -1.8864 0.0 0.1 0.0 0.146
C -6.4344 1.1734 -1.1223 0.1 -0.3 -0.3 -0.012
C -5.0751 1.8018 -0.9357 -0.6 -0.1 0.1 -0.319
C -5.0989 3.3011 -0.7624 0.0 0.1 0.2 -0.081
O -3.8080 3.6846 -1.2694 -0.1 -0.2 -0.2 0.039
C -3.4458 2.7479 -2.1830 -0.3 -0.2 0.0 -0.582
O -2.5229 2.8634 -2.9285 0.2 0.0 0.1 0.144
O -4.2563 1.6693 -2.1184 0.3 0.3 0.0 0.092
H -6.3652 0.0878 -1.0644 0.0 0.0 0.1 0.084
H -7.1260 1.5098 -0.3506 0.1 0.0 0.1 0.098
H -6.8422 1.4184 -2.1036 0.0 0.2 0.0 0.095
H -4.5471 1.3184 -0.1085 0.1 0.1 0.0 0.144
H -5.2114 3.6020 0.2764 0.2 0.1 0.0 0.141
H -5.8660 3.7932 -1.3637 0.0 -0.1 0.0 0.143
C -1.3494 -1.0860 1.2357 0.0 0.5 0.1 -0.026
C -2.5725 -1.4024 2.0608 0.5 -0.1 -0.3 -0.325
C -3.0698 -2.8221 1.9417 -0.1 -0.2 0.1 -0.088
O -4.4737 -2.6728 2.1992 0.0 0.2 -0.1 0.071
C -4.8222 -1.4176 1.8197 0.0 -0.1 0.1 -0.555
O -5.9357 -1.0269 1.6984 0.0 0.1 0.0 0.167
O -3.7129 -0.6626 1.5899 -0.2 -0.1 0.1 0.062
H -0.9601 -0.0971 1.4950 -0.2 -0.5 0.0 0.043
H -0.5616 -1.8263 1.3908 -0.1 -0.1 0.0 0.084
H -1.6074 -1.0559 0.1752 0.0 -0.2 0.0 0.099
H -2.4055 -1.1330 3.1075 -0.1 -0.1 0.0 0.160
H -2.6121 -3.4939 2.6639 -0.2 0.0 0.1 0.141
H -2.9442 -3.2343 0.9375 0.1 0.1 0.0 0.143
```
Positions in Å, forces in eV/Å.

Values from the calculation:
**Total charge**: +1
**Frontier orbital gap**: 0.3498 hartree
**Max |F|**: 2.8 eV/A